A cluster of 2 separate species, C15H18O2 in total at a distorted geometry, computed with the ωB97M-V functional and the def2-TZVPD basis.

XYZ file:
```
35
Properties=species:S:1:pos:R:3:nbo_charge:R:1
C 1.84283 2.62884 -0.66367 -0.601
C 1.18778 2.08082 0.64354 -0.432
C -0.28113 1.78617 0.36385 -0.036
C -0.74519 0.57826 -0.38928 -0.171
C -2.03839 0.41479 -0.69959 -0.310
C -2.97154 1.34985 -0.19159 0.312
O -4.30167 1.23582 -0.59146 -0.682
C -2.66363 2.54740 0.54581 -0.255
C -1.24442 2.62827 0.87852 -0.189
H 1.51755 1.93737 -1.41821 0.207
H 3.05677 2.54891 -0.62301 0.200
H 1.56328 3.69752 -0.93705 0.215
H 1.61885 1.14520 1.03794 0.218
H 1.42710 2.65829 1.47080 0.209
H 0.02973 -0.03280 -0.88049 0.220
H -2.28323 -0.36743 -1.36794 0.210
H -4.43496 0.28195 -0.85206 0.472
H -3.35784 3.18958 0.74371 0.207
H -0.89181 3.47585 1.34788 0.198
C 2.36832 -0.95089 2.48919 -0.649
C 1.87262 -1.56424 1.30807 -0.089
C 2.57647 -1.45558 0.11799 -0.177
C 2.10021 -1.87077 -1.17373 -0.280
C 0.81604 -2.37570 -1.17876 0.284
O 0.41115 -2.65316 -2.46005 -0.666
C 0.09032 -2.62452 0.00298 -0.311
C 0.56269 -2.11508 1.18277 -0.156
H 1.70691 -0.07086 2.79084 0.231
H 3.45936 -0.84374 2.43171 0.231
H 2.04339 -1.41041 3.44798 0.227
H 3.69153 -1.08356 0.17873 0.208
H 2.67735 -1.76487 -2.14023 0.243
H -0.53835 -3.01745 -2.37117 0.473
H -0.86926 -3.21455 0.06054 0.224
H -0.12996 -2.13592 2.07551 0.214
```

Properties
M   230.3 g/mol
Spin multiplicity   1
ΔE to the lowest compared entry with this formula, charge and spin   284.06 kJ/mol
Net charge   0